5 unconnected molecules or ions with the total composition C15H25BCl12N3O6 in a non-equilibrium geometry, computed with ωB97M-V/def2-TZVPD.

The HOMO energy is -11.33 eV. Its total energy is -6749.200090 Eh. The net charge is +1. The molar mass is 779.63 g/mol. For the LUMO energy, the calculation gives -4.2673 eV. For the HOMO-LUMO gap, the calculation gives 7.064 eV.

Last column: Mulliken charge in e.
CARTESIAN COORDINATES (ANGSTROEM)
C1 -1.8547 2.4337 -4.3508  -1.176
C2 -1.6772 0.8580 -4.1597  0.397
O1 -0.4665 0.6343 -3.4098  -0.492
C3 -2.9595 0.3251 -3.4265  -0.859
N1 -3.0314 0.9422 -2.0892  -0.092
C4 -2.3863 0.0858 -1.0544  -0.870
C5 -1.4366 1.0384 -0.2321  -0.258
O2 -0.1275 0.4081 0.0623  -0.586
C6 0.2233 0.8987 1.2761  1.109
C7 1.1408 2.0411 1.4376  -0.035
C8 1.8050 2.7320 0.2172  -0.822
C9 2.3359 1.6757 -0.8517  0.011
O3 2.7623 0.4435 -0.2666  -0.418
C10 1.3881 2.4835 2.8213  -0.577
N2 0.7740 1.8044 3.8208  0.339
N3 -0.0144 0.7622 3.7681  -0.812
C11 -0.2942 0.3129 2.5577  0.585
O4 -1.1242 -0.7880 2.4113  -0.448
B1 -0.3090 -1.9375 2.1566  0.556
O5 1.1013 -1.8307 2.1800  -0.456
O6 -0.8501 -3.1924 1.8423  -0.492
H1 -0.9818 2.9307 -3.8573  0.276
H2 -2.7848 2.8068 -3.8520  0.295
H3 -1.9346 2.7156 -5.4307  0.318
H4 -1.5323 0.3345 -5.1485  0.457
H5 0.3058 0.9378 -3.9134  0.294
H6 -3.8508 0.6154 -4.0430  0.350
H7 -2.9483 -0.7949 -3.3651  0.175
H8 -3.9840 1.1680 -1.8099  0.080
H9 -3.2108 -0.3344 -0.4125  0.347
H10 -1.7776 -0.7329 -1.5084  0.340
H11 -1.2703 2.0165 -0.7526  0.332
H12 -1.9793 1.2938 0.7245  0.447
H13 1.1749 3.5355 -0.2389  0.408
H14 2.7303 3.2456 0.6097  0.367
H15 1.4731 1.4146 -1.5258  -0.186
H16 3.1782 2.0740 -1.4691  0.438
H17 3.2327 0.5809 0.5755  0.194
H18 2.0431 3.3606 3.0388  0.510
H19 0.9617 2.1672 4.7633  0.293
H20 1.4728 -2.1540 1.3404  0.316
H21 -1.0177 -3.2530 0.8831  0.301
C12 6.0648 0.9737 2.2131  -0.063
Cl1 4.3363 1.2805 2.4930  -0.086
Cl2 6.9309 0.8982 3.7455  -0.032
Cl3 6.2848 -0.5154 1.2945  -0.110
H22 6.4669 1.7971 1.6313  0.331
C13 7.6699 -1.0475 7.4078  0.053
Cl4 6.0438 -1.3628 6.7883  -0.107
Cl5 8.2636 0.5151 6.8298  -0.129
Cl6 7.6850 -1.1038 9.1716  -0.112
H23 8.3324 -1.8224 7.0358  0.297
C14 -6.8667 -1.1653 -2.4824  -0.118
Cl7 -7.4558 -0.9633 -4.1332  -0.113
Cl8 -5.6561 -2.4504 -2.4033  -0.028
Cl9 -6.1890 0.3516 -1.8727  -0.121
H24 -7.7049 -1.4434 -1.8516  0.388
C15 -3.7909 -6.0321 -2.9707  -0.024
Cl10 -4.3818 -5.8330 -4.6222  -0.109
Cl11 -2.5796 -7.3139 -2.8919  -0.118
Cl12 -3.1250 -4.5085 -2.3617  -0.067
H25 -4.6279 -6.3137 -2.3399  0.312

---

A single C18H23NO molecule, computed with ωB97M-V/def2-TZVPD.

The HOMO energy is -8.13 eV. Its total energy is -829.677192 Eh. The net charge is 0. The molar mass is 269.39 g/mol. For the LUMO energy, the calculation gives 0.7039 eV. Its SMILES is Cc1ccc(NC(=O)[C@@H]2[C@H]3/C=C\CCCC[C@H]32)cc1C. The energy above the lowest of the compared OMol25 structures with the same formula, charge and spin is 69.2 kJ/mol. For the HOMO-LUMO gap, the calculation gives 8.836 eV.

Last column: Mulliken charge in e.
CARTESIAN COORDINATES (ANGSTROEM)
C1 -2.2874 0.6233 5.8983  -1.438
C2 -1.6886 0.4591 4.5348  0.962
C3 -0.4307 -0.1071 4.3837  -1.033
C4 0.1395 -0.2685 3.1366  -0.950
C5 -0.5503 0.1394 1.9990  0.775
N1 0.0672 -0.0472 0.7560  -0.095
C6 -0.4023 0.2410 -0.4940  -0.036
O1 -1.4867 0.7371 -0.7244  -0.726
C7 0.5570 -0.1179 -1.5786  0.634
C8 0.5752 0.8174 -2.7752  -0.088
C9 1.7599 1.1859 -3.5636  -0.733
C10 2.9465 0.6021 -3.6974  -0.271
C11 3.5230 -0.5907 -2.9939  -0.842
C12 3.1072 -1.9320 -3.6167  -0.727
C13 1.7164 -2.4447 -3.2416  -0.651
C14 0.5420 -1.6227 -3.7890  -1.094
C15 -0.0446 -0.5511 -2.8908  -0.206
C16 -1.8099 0.7086 2.1408  -0.719
C17 -2.3818 0.8714 3.3931  0.852
C18 -3.7412 1.4895 3.5100  -1.671
H1 -2.4894 1.6739 6.1056  0.320
H2 -3.2322 0.0852 5.9706  0.320
H3 -1.6141 0.2436 6.6627  0.367
H4 0.1157 -0.4289 5.2590  0.312
H5 1.1216 -0.7122 3.0440  0.368
H6 0.9881 -0.4590 0.8166  0.137
H7 1.4823 -0.5617 -1.2544  0.006
H8 -0.1435 1.6256 -2.6904  0.470
H9 1.5779 2.0604 -4.1783  0.318
H10 3.6218 1.0430 -4.4208  0.355
H11 4.6114 -0.5187 -3.0630  0.405
H12 3.2763 -0.5863 -1.9328  0.291
H13 3.1744 -1.8490 -4.7042  0.323
H14 3.8323 -2.6872 -3.3006  0.377
H15 1.6344 -3.4527 -3.6565  0.377
H16 1.6334 -2.5455 -2.1581  0.356
H17 -0.2698 -2.3140 -4.0252  0.527
H18 0.8535 -1.1592 -4.7293  0.391
H19 -1.1290 -0.5434 -2.8832  0.464
H20 -2.3440 1.0247 1.2605  0.553
H21 -4.1268 1.7535 2.5292  0.369
H22 -3.7018 2.3895 4.1229  0.326
H23 -4.4375 0.7978 3.9834  0.324

---

15 unconnected molecules or ions with the total composition C44H123N5O15 in a non-equilibrium geometry, computed with ωB97M-V/def2-TZVPD.

The HOMO energy (alpha / beta) is -10.85 / -10.85 eV. Its total energy is -3152.080305 Eh. The net charge is +1. As for the spin multiplicity: 2. The molar mass is 962.49 g/mol. The expectation value of S² is 0.75. For the LUMO energy (alpha / beta), the calculation gives -1.5469 / -7.6032 eV. For the HOMO-LUMO gap (alpha / beta), the calculation gives 9.302 / 3.245 eV.

Last column: Mulliken charge in e.
CARTESIAN COORDINATES (ANGSTROEM)
C1 -3.9832 0.8958 3.8153  -1.546
C2 -4.2214 1.5730 2.4299  0.488
C3 -3.1920 2.6694 2.0878  -0.217
O1 -4.2461 0.6508 1.3863  -0.009
H1 -3.9150 1.6358 4.6127  0.456
H2 -3.0904 0.2717 3.8547  0.001
H3 -4.8600 0.2585 3.9295  0.484
H4 -5.2371 1.9653 2.4823  0.379
H5 -2.1636 2.3171 2.0082  -0.433
H6 -3.2208 3.4428 2.8554  0.697
H7 -3.4311 3.2836 1.2197  -0.292
H8 -3.3699 0.2838 1.2475  0.145
C4 1.2833 -0.6737 -5.1744  -0.861
C5 2.4804 -1.4756 -4.7521  0.402
C6 3.7670 -0.7165 -4.8136  -1.357
O2 2.2945 -1.8216 -3.3869  0.021
H9 1.3534 -0.2380 -6.1711  0.551
H10 1.2480 0.1674 -4.4820  -0.313
H11 0.3497 -1.2337 -5.1202  0.239
H12 2.5613 -2.3947 -5.3324  0.698
H13 3.8615 0.0574 -4.0519  0.111
H14 3.9000 -0.2479 -5.7887  0.505
H15 4.6745 -1.3196 -4.7834  0.309
H16 3.0209 -2.4209 -3.2005  -0.067
C7 0.5235 -3.4613 5.9499  -1.520
C8 -0.5303 -3.4143 4.8435  0.178
C9 -1.0403 -2.0514 4.5077  -0.518
O3 -0.0200 -3.9175 3.6478  -0.419
H17 0.0360 -3.5560 6.9201  0.515
H18 1.1790 -2.5932 6.0202  0.101
H19 1.1446 -4.3569 5.9340  0.429
H20 -1.4180 -4.0088 5.0597  0.625
H21 -0.1863 -1.4840 4.1378  -0.483
H22 -1.5344 -1.5780 5.3561  0.425
H23 -1.7958 -2.1288 3.7258  0.387
H24 0.0100 -4.8708 3.7568  0.281
C10 2.2802 -6.3673 -1.7300  -1.715
C11 2.0108 -5.2083 -0.8147  2.113
C12 0.6623 -5.4114 -0.0970  -1.020
O4 3.0411 -5.2239 0.1630  -0.635
H25 2.4423 -7.3223 -1.2302  0.434
H26 3.2324 -6.1427 -2.2107  0.407
H27 1.5300 -6.5148 -2.5069  0.323
H28 2.1383 -4.2903 -1.3885  -0.811
H29 0.7145 -6.4036 0.3512  0.451
H30 -0.1160 -5.3258 -0.8553  0.242
H31 0.3983 -4.6967 0.6825  -0.012
H32 2.8596 -4.5447 0.8169  0.433
C13 -4.8983 -2.8410 -2.6742  -1.372
C14 -4.5025 -2.5666 -1.2383  1.952
C15 -5.7732 -2.6386 -0.3808  -1.404
O5 -3.5636 -3.4784 -0.8210  -0.592
H33 -5.3349 -1.9638 -3.1519  0.339
H34 -5.6449 -3.6345 -2.6416  0.370
H35 -4.0805 -3.3136 -3.2182  0.361
H36 -4.0804 -1.5630 -1.1846  -0.765
H37 -6.4842 -2.0111 -0.9182  0.339
H38 -5.5592 -2.1806 0.5849  0.257
H39 -6.1756 -3.6486 -0.3027  0.384
H40 -3.0196 -3.6095 -1.6010  0.243
C16 2.8916 -1.6627 3.4485  -0.647
C17 3.3929 -2.9911 2.9497  1.028
C18 3.8826 -3.8835 4.1048  -1.362
O6 2.3606 -3.6590 2.3456  -0.256
H41 2.0967 -1.7143 4.1926  -0.475
H42 2.4456 -1.1737 2.5825  -0.184
H43 3.7284 -1.0512 3.7861  0.647
H44 4.2730 -2.7722 2.3450  0.317
H45 3.0958 -4.0559 4.8392  0.086
H46 4.5944 -3.2822 4.6704  0.423
H47 4.3074 -4.8477 3.8255  0.366
H48 1.5396 -3.4971 2.8162  -0.152
C19 -6.4899 3.5193 -0.4199  -1.129
C20 -6.0494 2.4935 -1.4806  -0.018
C21 -4.6212 2.6127 -1.9316  -0.026
O7 -6.1544 1.1395 -1.0184  -0.592
H49 -6.2060 3.3223 0.6139  0.164
H50 -7.5794 3.5215 -0.3899  0.410
H51 -6.2139 4.5340 -0.7067  0.265
H52 -6.7413 2.6083 -2.3150  0.348
H53 -4.4105 1.8237 -2.6535  0.155
H54 -3.8648 2.5408 -1.1500  -0.582
H55 -4.3849 3.5344 -2.4633  0.562
H56 -5.7084 1.0567 -0.1723  0.259
C22 -4.2255 6.7900 0.7182  -1.318
C23 -3.0903 7.2033 -0.1950  0.629
C24 -2.4201 5.9910 -0.8705  -0.475
O8 -1.8578 5.1874 0.1143  -0.391
C25 -1.0212 4.1249 -0.4206  0.003
N1 -3.5103 8.1709 -1.1883  -0.745
H57 -3.8911 6.0432 1.4383  0.193
H58 -5.1307 6.3589 0.2906  0.326
H59 -4.6375 7.5886 1.3352  0.453
H60 -2.3534 7.6901 0.4439  0.207
H61 -1.6074 6.2580 -1.5460  0.445
H62 -3.1839 5.4284 -1.4073  -0.108
H63 -0.2608 4.4365 -1.1367  0.578
H64 -1.6954 3.3940 -0.8671  0.119
H65 -0.6477 3.6318 0.4769  -0.467
H66 -3.9772 8.9288 -0.7111  0.263
H67 -2.7328 8.6427 -1.6277  0.253
C26 -0.8907 1.1520 6.9713  -1.533
C27 0.5335 0.8142 6.4141  2.104
C28 1.2586 2.0202 5.7568  -0.916
O9 0.4291 2.5367 4.6912  -0.461
C29 0.4044 1.7762 3.5202  0.194
N2 1.3013 0.2589 7.5485  -0.773
H68 -1.4079 0.2194 7.1973  0.389
H69 -1.5011 1.6498 6.2178  0.212
H70 -0.9055 1.7871 7.8570  0.377
H71 0.4533 -0.0150 5.7113  -0.860
H72 2.2015 1.6679 5.3384  0.310
H73 1.4443 2.8653 6.4197  0.361
H74 -0.0487 2.4407 2.7846  -0.330
H75 -0.1820 0.8576 3.5392  -0.100
H76 1.4393 1.5235 3.2897  0.506
H77 2.2364 0.1288 7.1896  0.304
H78 1.0031 -0.6781 7.7791  0.278
C30 4.5630 -1.6240 -0.7622  -0.758
C31 5.3846 -2.3364 -1.8969  0.275
C32 6.7201 -2.9319 -1.4942  -0.992
O10 7.6712 -1.9388 -1.0518  -0.363
C33 9.0155 -2.5160 -0.9321  -0.731
N3 4.4158 -3.3158 -2.4449  -0.900
H79 3.5808 -1.2981 -1.1045  -0.526
H80 4.9524 -0.6936 -0.3489  0.525
H81 4.4837 -2.2900 0.0970  0.289
H82 5.5320 -1.6033 -2.6900  0.451
H83 7.0648 -3.5146 -2.3485  0.463
H84 6.5551 -3.5956 -0.6454  0.445
H85 8.8963 -3.5986 -0.8884  0.360
H86 9.3718 -2.1773 0.0407  0.250
H87 9.6543 -2.2084 -1.7600  0.242
H88 4.8451 -3.7073 -3.2710  0.335
H89 4.1937 -4.0715 -1.8128  0.207
C34 0.1558 -1.4107 0.1280  -0.620
C35 -1.0333 -0.3725 0.1324  2.333
C36 -1.6179 0.2085 -1.1410  -0.084
O11 -0.6256 1.0764 -1.7292  0.517
C37 -0.9324 1.5254 -2.9964  -0.931
N4 -2.0915 -1.0135 0.8074  -0.150
H90 0.9158 -0.9791 -0.5234  -0.338
H91 -0.0572 -2.3674 -0.3490  0.085
H92 0.5430 -1.5309 1.1398  0.168
H93 -0.7833 0.4521 0.8000  -0.845
H94 -2.5393 0.7717 -0.9930  -1.162
H95 -1.8526 -0.6921 -1.7085  -0.122
H96 -1.8385 2.1257 -2.9131  0.053
H97 -1.1261 0.7007 -3.6824  0.283
H98 -0.1723 2.1181 -3.5054  0.107
H99 -2.4470 -1.8164 0.3084  0.089
H100 -1.6430 -1.4236 1.6140  -0.385
C38 4.4815 1.8060 -1.6090  -1.753
C39 3.0305 1.6746 -1.1302  0.262
C40 2.4730 2.9620 -0.4068  0.297
O12 3.1841 3.0942 0.8245  -0.394
C41 2.6795 4.0639 1.7351  -0.597
N5 2.1631 1.2277 -2.2381  3.913
H101 5.2397 1.8606 -0.8277  0.437
H102 4.5462 2.6504 -2.2951  0.422
H103 4.8740 0.9705 -2.1887  0.302
H104 3.0031 0.7941 -0.4883  0.435
H105 1.4112 2.8102 -0.2131  -0.466
H106 2.5931 3.8181 -1.0707  0.733
H107 3.1667 3.9346 2.7016  0.276
H108 1.6095 3.9798 1.9251  0.155
H109 2.8933 5.0670 1.3660  0.342
H110 2.4192 0.2833 -2.4883  -1.111
H111 1.1993 1.1308 -1.9521  -0.571
C42 -4.4140 2.3178 -5.6228  -0.421
O13 -4.4004 0.9965 -6.1289  -0.519
H112 -3.5333 2.6471 -5.0714  0.089
H113 -4.4576 2.9536 -6.5072  0.387
H114 -5.2750 2.5137 -4.9838  0.206
H115 -5.2007 0.8806 -6.6463  0.308
C43 -0.4663 -3.2697 -3.3083  0.099
O14 -1.6781 -3.8812 -2.8986  -0.457
H116 0.4210 -3.6241 -2.7836  -0.080
H117 -0.2373 -3.4321 -4.3616  0.497
H118 -0.6931 -2.2269 -3.0868  -0.355
H119 -1.6072 -4.8258 -3.0546  0.203
C44 2.4452 3.2469 -5.1294  -0.567
O15 2.3013 3.7087 -3.7749  -0.537
H120 2.0640 4.0412 -5.7712  0.316
H121 3.4750 3.0191 -5.4047  0.267
H122 1.9479 2.2818 -5.2257  0.058
H123 2.5672 2.9757 -3.2149  -0.098